Record 1
The following is a quantum chemistry calculation of a structure of composition C29H18ClN4O6Tc in a non-equilibrium geometry, from OMol25.

Geometry as XYZ:
```
59
C29H18ClN4O6Tc | OMol25 | ωB97M-V/def2-TZVPD
Tc -0.3687 -0.2376 -0.8646
O -5.1828 -1.5081 3.8617
C -4.3602 -2.4305 3.3753
O -4.3653 -3.5845 3.6852
C -3.4188 -1.7826 2.3784
C -2.4500 -2.6486 1.8827
C -1.5420 -2.1590 0.9595
N -1.6138 -0.8789 0.5886
C -2.5370 -0.0264 1.0401
C -3.4800 -0.4619 1.9556
C -2.4424 1.3438 0.4683
C -3.2380 2.3865 0.9012
C -3.0752 3.6438 0.3388
C -2.1248 3.8239 -0.6479
C -1.3667 2.7326 -1.0402
N -1.5148 1.5272 -0.4996
C -0.4569 -2.9338 0.2977
C -0.1952 -4.2560 0.6067
C 0.8343 -4.9147 -0.0494
C 1.5747 -4.2341 -0.9977
C 1.2564 -2.9116 -1.2611
N 0.2703 -2.2740 -0.6356
H -2.4529 -3.6727 2.2252
H -4.2476 0.2036 2.3209
H -3.9674 2.2337 1.6829
H -3.6856 4.4710 0.6740
H -1.9651 4.7856 -1.1129
H -0.6112 2.8167 -1.8103
H -0.7825 -4.7722 1.3520
H 1.0502 -5.9487 0.1816
H 2.3839 -4.7096 -1.5323
H 1.7998 -2.3352 -1.9982
O -2.1467 -1.0184 -4.4179
C -1.4356 -0.6778 -3.5099
O -1.6903 -0.8434 -2.2320
C -0.0991 -0.0125 -3.7771
C 0.3454 0.2560 -5.0575
C 1.5721 0.8807 -5.2148
C 2.3087 1.2147 -4.0876
C 1.8003 0.9116 -2.8363
N 0.6180 0.3069 -2.6905
H -0.2818 -0.0284 -5.8906
H 1.9502 1.1064 -6.2027
H 3.2677 1.7058 -4.1691
H 2.3277 1.1473 -1.9203
Cl 6.1500 2.9935 3.8235
C 4.6896 2.3656 3.1408
C 3.5108 2.4417 3.8683
C 2.3459 1.9397 3.3164
C 2.3563 1.3681 2.0478
C 3.5484 1.2976 1.3342
C 4.7210 1.7942 1.8771
C 1.0766 0.8433 1.4904
O 0.0383 0.8571 2.1299
O 1.1624 0.4053 0.2483
H 3.5146 2.8889 4.8522
H 1.4137 1.9838 3.8625
H 3.5563 0.8428 0.3535
H 5.6544 1.7417 1.3348
```

Calculated values
Spin multiplicity: 4
LUMO (spin up / spin down) in eV: -4.0300 / -5.8543
Molar mass in g/mol: 651.9
E_HOMO (spin up / spin down) in eV: -11.2 / -11.2
Charge: +1
Maximum force in eV/Å: 1.009
Orbital gap (spin up / spin down) in eV: 7.1796 / 5.3341

Record 2
The following is a quantum chemistry calculation of a structure of composition C29H18Co2O9S in a non-equilibrium geometry, from OMol25.

Geometry as XYZ:
```
59
C29H18Co2O9S | OMol25 | ωB97M-V/def2-TZVPD
C -2.0866 -3.6438 5.7433
C -2.3256 -2.3208 6.1245
C -1.7944 -1.2615 5.3836
C -1.0302 -1.5284 4.2418
S -0.3579 -0.1608 3.2828
C -1.5133 0.1224 2.0414
C -1.9276 1.3926 1.5090
O -2.9475 1.4888 0.8053
C -1.0543 2.5966 1.8100
C 0.3395 2.5409 1.7348
C 1.1091 3.6675 2.0439
C 0.4825 4.8661 2.4133
C -0.9191 4.9394 2.4052
C -1.6818 3.8153 2.0694
O -0.3382 0.9319 4.2279
O 0.8761 -0.6649 2.7167
C -0.7630 -2.8479 3.8683
C -1.2993 -3.9003 4.6176
H -2.5054 -4.4688 6.3214
H -2.9198 -2.1024 7.0106
H -1.9590 -0.2292 5.6886
H -2.0821 -0.7639 1.7757
H 0.8255 1.6210 1.4083
H 2.1969 3.5970 2.0162
H 1.0813 5.7403 2.6898
H -1.4231 5.8711 2.6648
H -2.7732 3.8597 2.0416
H -0.1285 -3.0416 3.0043
H -1.0845 -4.9251 4.3187
O -5.9418 6.6563 -3.9111
C -5.3955 5.6800 -4.1975
Co -4.2274 4.3784 -4.7068
C -3.1560 5.4571 -5.6576
O -2.4182 6.0306 -6.3404
C -3.2536 4.0993 -3.2343
O -2.5727 3.9431 -2.3140
C -5.0799 3.0298 -5.5972
C -3.7089 2.8603 -5.5481
C -2.6657 2.1266 -5.9908
C -1.7750 1.4475 -5.0941
C -0.4034 1.3449 -5.4272
C 0.4504 0.6117 -4.6211
C -0.0378 -0.0525 -3.4840
C -1.3857 0.0825 -3.1215
C -2.2417 0.8576 -3.8994
Co -6.2545 2.0183 -4.2716
C -7.5631 3.1266 -3.9475
O -8.3916 3.9061 -3.7166
C -5.9348 1.2498 -2.7284
O -5.7205 0.7457 -1.7057
C -6.8513 0.7599 -5.3141
O -7.1998 -0.0628 -6.0546
H -5.6745 3.1340 -6.5271
H -2.4319 2.1205 -7.0583
H -0.0598 1.8183 -6.3480
H 1.4965 0.5126 -4.9029
H 0.6200 -0.6830 -2.8842
H -1.7881 -0.4334 -2.2490
H -3.3061 0.9485 -3.6556
```

Calculated values
LUMO in eV: 3.8929
Molar mass in g/mol: 660.4
E_HOMO in eV: -1.7
Charge: -2
Maximum force in eV/Å: 4.538
Orbital gap in eV: 5.5679

Record 3
The following is a quantum chemistry calculation of a structure of composition C29H18CrF5N2O4S, from OMol25.

Geometry as XYZ:
```
60
C29H18CrF5N2O4S | OMol25 | ωB97M-V/def2-TZVPD
Cr 0.1344 0.0176 0.4243
C 4.3292 0.7999 0.4362
C 2.8595 1.0158 0.2302
O 2.1108 0.0510 0.4374
C 2.3512 2.3138 -0.2046
C 3.2208 3.4154 -0.2884
C 2.7810 4.6486 -0.7081
C 1.4430 4.8075 -1.0729
C 0.5662 3.7502 -1.0132
C 0.9980 2.4894 -0.5735
O 0.0912 1.5219 -0.5372
H 4.5035 -0.2545 0.6300
H 4.6700 1.3822 1.2939
H 4.9018 1.1243 -0.4316
H 4.2565 3.2908 -0.0051
H 3.4634 5.4850 -0.7541
H 1.0895 5.7742 -1.4078
H -0.4715 3.8572 -1.2945
F -5.8404 -0.1157 3.1660
C -4.5328 0.0875 3.0163
C -3.9419 -0.0628 1.7716
F -4.6721 -0.4093 0.7135
C -2.5851 0.1587 1.6520
F -2.0411 0.0106 0.4019
C -1.7628 0.5177 2.7089
S -0.0200 0.7085 2.5332
C -2.3919 0.6642 3.9435
F -1.6801 1.0093 5.0155
C -3.7517 0.4553 4.1030
F -4.3171 0.6020 5.2993
O 0.0470 -1.4460 -1.1377
C 0.0126 -2.3463 -0.2674
N 0.0199 -3.6795 -0.4098
C 0.1182 -4.3058 0.9076
C 0.0746 -3.0324 1.8267
O 0.1118 -3.0530 3.0324
N -0.0214 -1.9429 1.0158
C 1.4175 -5.0954 1.0519
C 2.1688 -5.0737 2.2210
C 3.3188 -5.8444 2.3264
C 3.7287 -6.6480 1.2757
C 2.9761 -6.6829 0.1117
C 1.8283 -5.9156 0.0052
C -1.0692 -5.2086 1.2204
C -1.9694 -5.5831 0.2323
C -3.0189 -6.4428 0.5267
C -3.1797 -6.9315 1.8118
C -2.2843 -6.5559 2.8030
C -1.2323 -5.7048 2.5113
H 0.2749 -4.1097 -1.2811
H 1.8597 -4.4489 3.0467
H 3.8944 -5.8091 3.2420
H 4.6257 -7.2461 1.3655
H 3.2771 -7.3145 -0.7137
H 1.2442 -5.9891 -0.9047
H -1.8757 -5.1925 -0.7715
H -3.7143 -6.7239 -0.2532
H -3.9987 -7.5989 2.0442
H -2.4031 -6.9261 3.8126
H -0.5413 -5.4090 3.2878
```

Calculated values
Spin multiplicity: 2
LUMO (spin up / spin down) in eV: -0.8501 / -0.5267
Molar mass in g/mol: 637.5
E_HOMO (spin up / spin down) in eV: -8.2 / -8.3
Maximum force in eV/Å: 0.549
Orbital gap (spin up / spin down) in eV: 7.3768 / 7.7560

Record 4
The following is a quantum chemistry calculation of a structure of composition C29H18IrN6O4S in a non-equilibrium geometry, from OMol25.

Geometry as XYZ:
```
59
C29H18IrN6O4S | OMol25 | ωB97M-V/def2-TZVPD
Ir -0.9823 -0.3984 -0.0520
O -2.0576 -2.1781 3.3368
C -1.9804 -1.4348 2.4059
O -1.5776 -1.8329 1.1859
C -2.3982 0.0104 2.4342
C -3.0968 0.6021 3.4653
C -3.5679 1.8956 3.2858
C -3.3945 2.5171 2.0587
C -2.7081 1.8504 1.0636
N -2.1619 0.6562 1.2853
C -2.6712 2.2734 -0.3778
O -2.9024 3.3898 -0.7598
O -2.4441 1.2372 -1.1557
H -3.2742 0.0381 4.3709
H -4.1092 2.3943 4.0783
H -3.8136 3.4902 1.8404
C 1.8582 -0.3221 3.1943
C 0.8896 -0.7291 2.2758
N 0.5427 0.0388 1.2458
C 1.2346 1.1847 1.0354
C 2.2125 1.6652 1.8979
C 2.4979 0.8845 3.0362
C 2.9008 2.8752 1.5341
C 2.6688 3.4781 0.3469
C 1.7294 2.9309 -0.5978
C 1.5061 3.4305 -1.8966
C 0.6229 2.7805 -2.7208
C -0.0722 1.6603 -2.2539
N 0.1038 1.1875 -1.0297
C 1.0052 1.8039 -0.2255
H 2.0842 -0.9767 4.0240
H 0.3969 -1.6847 2.3889
H 3.2395 1.2189 3.7505
H 3.6283 3.2784 2.2261
H 3.2046 4.3777 0.0737
H 2.0357 4.3119 -2.2350
H 0.4370 3.1274 -3.7269
H -0.8022 1.1620 -2.8724
N 0.2919 -3.4638 -2.4381
C 1.6034 -3.1076 -2.1281
C 2.8103 -3.6803 -2.5091
C 3.9545 -3.0697 -2.0413
C 3.8921 -1.9272 -1.2255
C 2.6894 -1.3673 -0.8505
C 1.5271 -1.9795 -1.3140
N 0.1626 -1.6900 -1.1365
C -0.5108 -2.5851 -1.8301
C -1.9392 -2.4372 -1.8791
C -2.9109 -3.1598 -2.4871
S -4.4305 -2.4679 -2.1470
C -3.6993 -1.2302 -1.2657
N -2.3979 -1.3300 -1.1894
H 0.0038 -4.2256 -3.0306
H 2.8545 -4.5566 -3.1411
H 4.9193 -3.4759 -2.3106
H 4.8141 -1.4759 -0.8860
H 2.6658 -0.4843 -0.2282
H -2.8239 -4.0546 -3.0817
H -4.2602 -0.4258 -0.8170
```

Calculated values
Spin multiplicity: 2
LUMO (spin up / spin down) in eV: -6.3578 / -8.0368
Molar mass in g/mol: 738.8
E_HOMO (spin up / spin down) in eV: -14.4 / -14.5
Charge: +2
Maximum force in eV/Å: 1.182
Orbital gap (spin up / spin down) in eV: 8.0888 / 6.4177

| no. | energy (Eh) |
| --- | --- |
| 1 | -2327.275886 |
| 2 | -4956.656501 |
| 3 | -3468.437622 |
| 4 | -2247.558871 |